Entry 1:
{"formula": "C46H41N3O2P2Ru", "method": "ωB97M-V/def2-TZVPD", "elements": ["Ru", "P", "P", "O", "O", "N", "N", "N", "C", "C", "C", "C", "C", "C", "C", "C", "C", "C", "C", "C", "C", "C", "C", "C", "C", "C", "C", "C", "C", "C", "C", "C", "C", "C", "C", "C", "C", "C", "C", "C", "C", "C", "C", "C", "C", "C", "C", "C", "C", "C", "C", "C", "C", "C", "H", "H", "H", "H", "H", "H", "H", "H", "H", "H", "H", "H", "H", "H", "H", "H", "H", "H", "H", "H", "H", "H", "H", "H", "H", "H", "H", "H", "H", "H", "H", "H", "H", "H", "H", "H", "H", "H", "H", "H", "H"], "coordinates": [[0.540647, -0.072429, -0.446647], [-0.385069, 2.905159, 0.312870], [-1.828732, 0.337848, 0.204848], [1.187621, -0.081468, 1.792438], [2.551918, -0.605413, -0.318022], [2.416416, -0.533376, 1.844605], [3.103025, -0.819330, 0.824831], [0.291243, -1.933151, -0.443447], [3.611131, 1.720350, -1.599242], [-3.335984, -3.974188, -0.433929], [-0.338961, 4.692027, 0.048611], [-2.435362, -2.306810, 1.051576], [-1.907449, 0.575112, 2.030214], [2.127402, -2.938999, -3.287372], [4.960915, -0.638294, 4.536850], [2.202022, -0.819687, 4.243998], [-1.125821, 5.532687, 0.844000], [3.026252, -0.659747, 3.138557], [2.772172, -0.904498, 5.502546], [0.490246, -1.111865, -4.609098], [-2.887354, -1.763126, -1.251515], [0.532019, -6.604123, -1.431653], [-0.421936, 2.629736, 2.126956], [3.595186, 2.195332, -0.285525], [-1.769676, 2.010921, 2.524160], [0.731807, -6.926316, -0.095839], [1.202270, 1.820075, -1.681901], [-4.447633, 3.191086, -1.263845], [0.458499, 6.598778, -1.182193], [4.148758, -0.810246, 5.649470], [-3.310050, 1.249731, -0.378514], [0.882569, -5.920234, 0.851849], [0.836799, -4.595869, 0.463409], [-3.329815, -3.056097, -1.475364], [0.621232, -2.846893, -1.269872], [-5.720567, 1.377296, -0.344456], [-3.275953, 2.497664, -0.995486], [0.492810, -5.278420, -1.827749], [0.425043, 5.229477, -0.993255], [0.992653, -2.438292, -2.655735], [4.406206, -0.563384, 3.271004], [1.624360, -1.612697, -5.233717], [-4.553289, 0.688638, -0.062508], [0.179846, -1.513632, -3.319162], [-1.083360, 6.899687, 0.646024], [-2.897016, -3.595138, 0.825753], [-0.292542, 7.435475, -0.365083], [2.442171, -2.517741, -4.570162], [-5.672044, 2.629512, -0.942616], [-2.444621, -1.380045, 0.014804], [2.434817, 1.553149, -2.299752], [2.400389, 2.490926, 0.335098], [0.651222, -4.263104, -0.882096], [1.189518, 2.300102, -0.350986], [1.067093, 7.017147, -1.972402], [2.141775, -1.039970, 6.370499], [-2.904979, -4.306516, 1.640958], [0.308199, -5.031197, -2.864635], [-1.851815, 2.011085, 3.611565], [-1.756688, 5.127090, 1.626161], [0.305476, 1.887296, -2.289987], [0.391974, 1.944094, 2.373689], [1.132622, -0.883139, 4.105319], [-2.085272, -2.036869, 2.038935], [-6.588738, 3.159100, -1.164498], [-0.166797, -0.434854, -5.140704], [0.777660, -7.964206, 0.206326], [1.049014, -6.172802, 1.890703], [-2.907701, -1.035532, -2.056592], [4.525234, 2.335519, 0.249383], [2.393349, 2.902294, 1.336914], [-0.273918, 8.504635, -0.527237], [2.458202, 1.232413, -3.332368], [-1.673847, 7.550159, 1.277019], [1.862453, -1.311576, -6.245309], [-4.400629, 4.165142, -1.732308], [-4.611311, -0.281629, 0.409638], [2.774446, -3.635504, -2.770500], [5.024213, -0.426755, 2.395196], [0.414012, -7.387965, -2.167420], [6.032064, -0.549186, 4.654800], [-3.681708, -4.984905, -0.606564], [0.963221, -3.801913, 1.189206], [-1.106085, -0.032619, 2.455490], [-2.591208, 2.620090, 2.136085], [-2.870644, 0.165761, 2.340109], [1.012444, 4.587719, -1.637211], [-0.266299, 3.584498, 2.626103], [4.555665, 1.493625, -2.075010], [-2.336256, 2.936701, -1.306116], [3.323060, -2.909862, -5.060571], [4.593633, -0.867212, 6.633730], [-3.674734, -3.347435, -2.458785], [-6.673033, 0.932698, -0.088220], [-0.750072, -1.191543, -2.859139]], "forces_ev_per_angstrom": [[0.9, -0.7, 1.6], [1.4, 0.8, 0.6], [-0.8, -0.7, 0.2], [-0.1, 0.2, -0.5], [-0.6, 0.5, -0.4], [-0.2, 0.0, -0.4], [0.1, -0.2, 0.3], [-0.1, -0.2, -0.4], [-0.1, 0.0, -0.1], [0.0, 0.0, 0.0], [-0.3, -0.5, -0.2], [0.0, 0.2, 0.0], [0.2, 0.1, 0.0], [0.0, 0.0, 0.1], [0.0, 0.0, 0.0], [-0.1, 0.0, -0.3], [0.0, 0.0, 0.1], [0.2, 0.1, 0.5], [0.1, 0.0, 0.0], [0.0, 0.0, 0.0], [0.0, 0.1, 0.1], [0.0, 0.0, 0.0], [-0.4, -0.2, -0.2], [-0.1, 0.0, 0.1], [0.1, 0.0, -0.1], [0.0, 0.0, 0.0], [0.2, 0.6, -0.2], [0.0, 0.1, 0.0], [0.0, 0.0, -0.1], [0.0, 0.0, 0.0], [0.2, 0.1, 0.0], [0.0, 0.0, 0.0], [0.0, 0.1, 0.0], [0.0, 0.0, -0.1], [0.0, 0.0, -0.2], [0.0, -0.1, 0.1], [0.1, -0.1, -0.1], [-0.1, 0.1, 0.0], [0.1, 0.0, 0.0], [-0.1, 0.1, 0.0], [-0.1, 0.0, -0.2], [0.0, 0.0, 0.0], [0.0, 0.2, 0.1], [-0.1, -0.1, 0.0], [-0.1, 0.0, 0.1], [0.1, -0.1, 0.0], [0.0, -0.1, 0.0], [0.0, 0.0, 0.0], [0.0, 0.0, 0.0], [0.1, 0.0, -0.2], [0.1, 0.0, 0.0], [0.1, 0.0, 0.1], [-0.1, -0.1, 0.2], [-0.4, 0.0, -0.4], [0.0, 0.0, 0.0], [0.0, 0.0, 0.0], [0.0, 0.0, 0.0], [0.1, 0.0, 0.0], [0.0, 0.0, 0.0], [0.0, 0.0, 0.0], [0.0, -0.2, 0.0], [0.0, 0.0, -0.1], [0.0, 0.0, 0.0], [0.0, 0.0, 0.0], [0.0, 0.0, 0.0], [0.0, 0.0, 0.0], [0.0, 0.0, 0.0], [0.0, 0.0, 0.0], [0.0, 0.0, 0.0], [0.0, 0.0, 0.0], [0.0, -0.1, 0.0], [0.0, 0.0, 0.0], [0.0, -0.1, 0.0], [0.0, 0.0, 0.0], [0.0, 0.0, 0.0], [0.0, 0.0, 0.0], [0.0, 0.0, 0.0], [0.0, -0.1, 0.0], [0.0, 0.0, 0.0], [0.0, 0.0, 0.0], [0.0, 0.0, 0.0], [0.0, 0.0, 0.0], [0.0, 0.0, 0.0], [0.0, -0.1, 0.0], [0.0, 0.0, 0.1], [0.0, 0.0, 0.0], [0.0, 0.0, 0.0], [0.1, 0.1, -0.1], [0.0, 0.0, 0.0], [0.0, 0.0, -0.1], [0.0, 0.0, 0.0], [0.0, 0.0, 0.0], [0.0, 0.0, 0.0], [0.0, 0.0, 0.0], [0.1, 0.0, 0.0]], "charge": 2, "fmax_ev_per_a": 1.90, "s2": 6.04, "total_energy_ha": -2869.1543, "spin_multiplicity": 5, "e_homo_ha": [-0.4902, -0.4899], "e_above_lowest_kj_mol": 81.00}

***

Entry 2:
{"formula": "C8H9NO3S", "method": "ωB97M-V/def2-TZVPD", "elements": ["S", "O", "O", "O", "N", "C", "C", "C", "C", "C", "C", "C", "C", "H", "H", "H", "H", "H", "H", "H", "H", "H"], "coordinates": [[-1.409626, 1.341193, 0.317197], [0.889658, 0.274866, -2.555800], [-2.898695, 0.537033, 0.228103], [-1.699123, 2.740953, 0.247528], [-0.863359, 0.764411, -1.249105], [2.602910, -1.018066, 1.491215], [-0.065796, -1.134089, 0.621580], [0.394462, 0.212500, -1.409472], [-1.289865, 1.645965, -2.310416], [0.860623, -0.500492, -0.172676], [2.201501, -0.440965, 0.325109], [0.286624, -1.819428, 1.813630], [1.657200, -1.792800, 2.226253], [-0.204677, -2.625646, 2.392143], [1.930891, -2.414730, 3.153681], [-2.416573, 1.422953, -2.300474], [-1.143887, -1.223192, 0.198124], [2.967777, -0.029514, -0.247909], [3.695865, -0.976727, 1.916578], [-1.073774, 2.719213, -2.091752], [-0.803918, 1.329619, -3.317697], [-3.618218, 0.986944, 0.724160]], "forces_ev_per_angstrom": [[-0.4, -1.6, 0.5], [0.2, -0.6, 3.1], [0.3, 0.3, -0.2], [-0.2, 1.0, -0.5], [0.1, 1.3, 0.9], [0.9, -1.5, 2.6], [-2.7, -1.8, 0.0], [0.5, -0.4, -2.1], [-1.9, -0.4, -1.9], [1.8, 0.3, 0.8], [-1.2, -0.3, -0.8], [2.8, -0.8, 0.1], [-0.8, 0.2, 0.3], [-0.9, 1.1, -0.8], [-0.2, 1.2, -1.6], [1.4, 1.0, -0.7], [2.0, 0.0, 1.0], [0.9, 1.1, -1.1], [-2.2, 0.1, -1.3], [-0.2, -0.9, -0.2], [-1.0, 0.5, 2.0], [0.9, 0.0, -0.3]], "charge": 0, "fmax_ev_per_a": 3.21, "total_energy_ha": -988.8447, "e_homo_ha": -0.3542, "e_above_lowest_kj_mol": 141.30}